# 1
Molecular formula: C25H19F5LuN6O
Method: DFT, ωB97M-V/def2-TZVPD

Positions of all 57 atoms, in Å:
H 1.35432 -1.95410 1.72632
C 2.26645 -1.78783 -3.55286
C 1.41015 -1.22954 -2.52614
H -2.65717 -0.47979 -4.93574
H 1.32775 -3.71202 3.49012
C -3.60976 -0.19107 -1.61956
Lu 0.50292 0.45655 -0.48477
H -2.09698 4.72217 1.37912
H -2.88141 -2.49439 1.15369
C 4.36612 -0.73801 2.82245
C 1.23014 1.28517 2.39399
C -2.23734 -0.14160 -1.15267
C -0.76307 -4.21374 3.19639
F 3.57794 -1.58870 -3.29822
H 3.10588 0.68124 4.02883
C -1.95973 -2.81700 1.62861
C 0.40260 -2.43557 2.05779
H -2.90232 -4.39864 2.73321
H 4.03828 -0.75030 -0.54155
C -1.84732 4.53058 -1.99459
C 0.39369 -3.46259 2.97874
H -1.48912 2.12943 2.02156
O 1.03691 1.56223 3.58190
F 2.00688 -1.23634 -4.78352
C -1.95510 -3.89489 2.51843
C -3.71515 -0.44891 -2.98175
C -0.81893 3.56666 -1.92607
N -0.81086 -1.02459 0.45007
C -2.61528 -0.26159 -3.87869
C 4.67423 -1.01637 1.47036
H -0.30319 3.28023 2.38305
H -0.85545 -5.03877 3.98399
N -2.04500 -0.56743 0.13434
H -0.25659 3.23714 -2.83796
H 4.92500 -1.07679 3.67292
C -0.62020 2.60279 1.59685
H -4.68678 -0.66117 -3.40742
C -1.41482 0.07593 -3.28050
N 2.56655 -0.09161 0.79161
H -2.98171 5.86715 -0.76596
C -1.75231 4.49055 0.42319
H 5.60831 -1.47608 1.20622
N -1.21172 0.10239 -1.92761
H -0.49647 0.17170 -3.86827
F 1.69538 -1.75521 -1.28288
F 2.03349 -3.12240 -3.64305
H -2.21471 4.88600 -2.94003
C -0.80174 -2.08363 1.38102
C 3.78296 -0.63326 0.52662
C -2.29452 5.02494 -0.76353
H -4.42863 -0.46195 -0.95363
C 3.29129 0.15018 3.08221
F 1.75528 0.14443 -2.35296
C -1.00315 3.28273 0.35182
C 2.42971 0.48558 2.00262
N 0.51453 1.72551 1.33753
N -0.57023 2.78461 -0.80564

Cartesian forces (eV/Å) of the 6 atoms listed first:
H -0.941 -0.348 0.670
C 0.659 -0.697 -1.245
C -3.680 -0.385 -0.379
H -0.159 0.189 0.039
H -0.414 0.039 -0.141
C 1.907 -1.663 -0.345

Output
HOMO-LUMO gap (alpha / beta) ... 4.66 / 4.66 eV
LUMO (alpha / beta) ... -5.7 / -5.7 eV
Total energy ... -3102.48741 hartree
HOMO energy (alpha / beta) ... -10.354 / -10.359 eV
Net charge ... +1


# 2
Molecular formula: C44H60BrClN6O6S2SbTl
Method: DFT, ωB97M-V/def2-TZVPD

Positions of all 122 atoms, in Å:
H -17.61692 3.60567 15.52359
H -11.09844 7.51138 24.78654
H -21.58304 3.75987 19.38413
H -22.80465 5.65497 18.19406
H -21.29796 6.48665 16.30294
H -13.18797 3.37584 16.11120
Cl -16.17137 9.78751 16.75471
H -14.85016 -0.71545 18.53798
H -22.04787 2.35963 16.66010
H -12.24995 4.96104 26.29880
H -16.51419 0.61542 15.43715
H -10.07099 5.68136 25.59917
H -13.12194 6.88631 16.99610
N -19.68026 2.98878 19.74564
C -11.38141 4.46238 26.67444
C -17.11311 5.92191 17.19119
H -22.24028 5.67271 15.08017
C -16.42955 1.62551 17.32366
C -10.10883 7.27320 18.20070
H -11.71741 6.11127 16.53387
H -17.77068 8.76752 14.52474
C -9.05083 5.37696 21.39361
H -13.24110 7.57217 19.39974
H -9.52389 6.72318 17.46295
H -11.18807 4.96235 27.65811
H -17.93544 0.79729 21.11692
H -12.16338 0.88875 21.44653
C -16.55962 7.22419 17.32793
O -22.51016 -0.64868 28.34975
C -19.06680 3.74450 20.68259
C -18.39840 4.31981 15.79364
Br -16.35991 -1.15265 23.04082
C -23.16252 0.21343 28.54175
H -7.92217 2.83550 23.64818
C -8.17031 3.39212 22.73558
C -10.21672 4.62916 25.77012
C -11.43419 8.58414 20.24313
C -14.73421 1.97734 15.62204
H -18.37698 3.64270 17.78441
C -13.03694 0.34910 21.09127
H -9.54874 6.38898 21.38216
H -11.91033 6.01905 22.18289
H -9.96578 7.30102 23.37401
H -8.65554 4.17585 27.17087
C -20.42076 4.32083 17.71065
Tl -12.94241 4.28047 19.12044
C -12.14558 7.78157 19.33034
H -9.73226 4.75030 20.76408
H -19.01877 4.37708 14.92589
C -8.95578 4.71346 22.84059
H -13.08338 6.35800 25.10061
O -16.57001 5.73564 21.34460
C -9.41886 8.05743 19.14472
H -21.09036 2.38224 18.49866
N -11.19654 2.87657 17.66738
C -15.80703 2.58869 18.07879
H -23.26773 4.01969 18.26235
H -20.54018 5.42514 15.14586
C -11.03042 7.30120 23.69492
H -11.65882 3.36550 26.80479
H -12.61419 0.55502 18.94732
C -14.65594 3.31539 17.68425
H -17.23768 1.02295 17.78711
O -10.11026 10.87291 21.61550
C -14.15683 2.96446 16.41723
C -13.89145 -0.05657 22.09028
H -7.18581 3.49931 22.21622
O -8.58816 9.10204 22.10751
N -18.21028 3.02275 21.38620
C -15.90533 1.29701 16.04247
H -8.30162 8.17541 19.04362
C -21.65947 4.44761 16.78334
C -19.21410 3.69949 17.02727
N -12.27455 6.36966 17.33403
H -8.05644 5.37860 20.97831
H -15.99451 7.48190 18.24490
S -9.14804 9.95056 21.06673
C -11.80913 6.05289 23.25107
H -19.34484 5.94679 18.37543
C -17.55709 8.01967 15.31163
H -13.64776 0.09862 23.14707
C -10.71938 1.82508 17.60250
Sb -10.85208 4.19917 23.68802
N -15.35283 -0.91415 20.44937
H -14.31623 1.75000 14.67973
O -8.14983 10.58213 20.22607
H -8.53474 5.36491 23.55949
C -17.86324 5.69836 16.01501
H -8.20103 3.73573 25.62886
H -23.74222 4.98505 16.87714
H -12.02837 9.00437 20.96599
C -18.12667 6.73933 15.11249
O -20.27953 5.62095 18.30805
C -18.39278 1.77616 20.85908
C -11.48922 7.15790 18.29687
C -22.92749 4.76256 17.57833
H -11.44116 8.13708 23.24254
H -19.20514 4.81883 20.72415
H -16.21401 6.13692 22.13131
H -21.00589 3.03539 15.32644
S -10.06211 0.32075 17.41613
C -13.34617 0.24484 19.73013
H -9.36523 2.75933 26.41966
C -21.42708 5.57545 15.74449
C -10.06176 8.81501 20.03983
H -13.51063 4.94762 24.00918
C -21.84853 3.23587 15.99642
H -8.67116 2.71637 22.08148
H -16.29096 2.84697 19.03958
C -14.52722 -0.44244 19.51166
H -13.86894 6.60858 23.55877
C -16.76597 8.22052 16.38931
N -19.35355 1.68278 19.91739
C -9.02967 3.76714 26.25738
H -19.46100 2.63968 16.78083
C -13.13767 5.97809 24.04999
H -18.69973 6.56950 14.21144
H -22.72158 3.38463 15.37558
H -16.85187 5.19157 17.90868
H -16.60724 4.77929 21.43789
C -20.78931 3.32421 18.85612
C -15.09268 -0.65710 21.68804

Cartesian forces (eV/Å) of the 6 atoms listed first:
H 0.184 0.048 0.414
H 0.151 -0.477 -0.559
H -0.926 0.554 1.083
H 0.185 0.145 -0.124
H 0.052 0.603 -0.044
H -0.414 -0.041 -0.131

Output
HOMO-LUMO gap ... 5.91 eV
LUMO ... 3.1 eV
Energy above the lowest of the compared OMol25 structures with the same formula, charge and spin ... 0.517 eV
Total energy ... -6735.90203 hartree
HOMO energy ... -2.775 eV
Net charge ... -2


# 3
Molecular formula: C6H13N2O3S
Method: DFT, ωB97M-V/def2-TZVPD

Positions of all 25 atoms, in Å:
C 0.07102 1.44118 0.97194
H -0.92628 1.92656 -2.40682
N -1.86167 -0.77307 0.50887
H -2.03458 2.03304 -0.99732
C 0.32460 0.29783 -0.11192
H 0.98385 1.48162 1.62736
H -0.80631 1.47780 1.52040
O 2.92325 0.69569 -0.03127
O -2.65168 -1.90707 0.22022
H 1.16217 -2.12286 1.24119
H 3.10875 -1.67507 1.58986
C 0.07439 1.80142 -0.43142
H -0.97395 -2.48314 -1.29162
H -3.54269 -1.56350 0.43879
C -0.71588 -0.71960 -0.22903
C 2.06021 -1.43742 1.36386
H 0.44128 -1.74557 -1.54144
C -1.03902 2.21971 -1.31629
H 0.93328 2.04110 -0.98380
S 2.00806 -0.38480 -0.06057
H -1.95952 -0.34070 1.39733
O 2.11472 -1.18654 -1.25432
N -0.49999 -1.64577 -1.22377
H -0.94844 3.35222 -1.30609
H 1.75444 -0.78306 2.30584

Cartesian forces (eV/Å) of the 6 atoms listed first:
C 3.268 -0.966 -0.325
H 0.104 0.084 1.475
N 1.861 -0.994 -2.759
H -0.869 -0.520 0.420
C -1.295 -0.035 2.907
H -0.939 0.725 -0.917

Output
HOMO-LUMO gap ... 10.74 eV
Structure (SMILES) ... C[C@H]1C[C@]1(C(=[NH2+])NO)S(C)(=O)=O
LUMO ... -3.9 eV
Energy above the lowest of the compared OMol25 structures with the same formula, charge and spin ... 0.000 eV
Total energy ... -969.46021 hartree
HOMO energy ... -14.612 eV
Net charge ... +1


# 4
Molecular formula: C5H8S
Method: DFT, ωB97M-V/def2-TZVPD

Positions of all 14 atoms, in Å:
H -0.19288 -1.71585 -1.42405
H 0.70395 0.02970 2.67320
C -0.11869 -0.46635 0.82664
H -1.10422 -0.94987 1.37478
C -0.13622 0.38000 -0.62776
H -1.95638 -0.36205 -1.63112
S -1.04603 1.29679 -2.92838
H 1.88563 0.46417 1.32851
H 0.46697 1.47260 -0.53323
C 0.81773 0.55930 1.74124
C 0.39637 -1.07917 -0.53559
H 0.12069 1.49143 2.01430
C -1.12511 0.22757 -1.67192
H 1.28821 -1.34826 -0.60662

Cartesian forces (eV/Å) of the 6 atoms listed first:
H 0.991 1.110 3.314
H 0.993 -0.190 0.718
C -1.879 0.996 -2.030
H 2.535 1.629 -1.681
C 1.052 0.067 2.164
H -1.772 -2.162 0.451

Output
HOMO-LUMO gap ... 8.49 eV
Structure (SMILES) ... C[C@@H]1C[C@H]1C=S
LUMO ... 0.2 eV
Energy above the lowest of the compared OMol25 structures with the same formula, charge and spin ... 5.218 eV
Total energy ... -593.29647 hartree
HOMO energy ... -8.306 eV
Net charge ... 0